No. 1
The molecule C5H7FN2 at a distorted geometry. Source: the Open Molecules 2025 dataset; level of theory: ωB97M-V with the def2-TZVPD basis set.

Properties
net charge	0
HOMO	-9.473	eV
SMILES	[H]/N=C1\C=C[C@@H](F)CN1
Kohn-Sham gap	9.83	eV
ΔE to the lowest compared entry with this formula, charge and spin	392.30	kJ/mol
M	114.123	g mol⁻¹

Structure (XYZ):
```
15
C5H7FN2 (ωB97M-V with the def2-TZVPD basis set)
F -2.44 -0.25 -0.90
N 0.35 -1.09 -0.67
N 2.56 -0.38 -0.39
C -1.52 0.14 0.15
C 0.66 1.27 -0.24
C -0.62 1.45 -0.10
C -0.73 -1.04 0.40
C 1.30 -0.10 -0.38
H 3.31 0.36 0.21
H 1.18 2.12 -0.47
H -0.92 2.53 -0.08
H 1.02 -1.99 -0.14
H -2.35 0.13 0.96
H -1.38 -1.85 0.08
H -0.43 -1.29 1.56
```



No. 2
The molecule C5H7FN2 at a distorted geometry. Source: the Open Molecules 2025 dataset; level of theory: ωB97M-V with the def2-TZVPD basis set.

Properties
net charge	0
HOMO (alpha / beta)	-9.367 / -8.832	eV
Kohn-Sham gap (alpha / beta)	7.78 / 8.54	eV
ΔE to the lowest compared entry with this formula, charge and spin	462.78	kJ/mol
M	114.123	g mol⁻¹

Structure (XYZ):
```
15
C5H7FN2 (ωB97M-V with the def2-TZVPD basis set)
F -2.43 -1.05 -0.10
N 2.27 1.42 0.34
N -0.21 -0.25 0.56
C 0.46 -1.09 -0.09
C 2.52 0.21 0.23
C -1.72 1.22 -0.45
C 1.87 -1.01 -0.20
C -1.64 -0.08 0.43
H -2.16 0.99 -1.34
H 3.44 -0.01 0.81
H -2.28 2.03 0.08
H 0.11 -1.88 -0.68
H 2.42 -2.02 -0.39
H -0.70 1.57 -0.68
H -1.96 -0.03 1.48
```



No. 3
The molecule C5H7FN2 at a distorted geometry. Source: the Open Molecules 2025 dataset; level of theory: ωB97M-V with the def2-TZVPD basis set.

Properties
net charge	0
HOMO	-9.036	eV
SMILES	F/C=C1/CN=CNC1
Kohn-Sham gap	9.87	eV
ΔE to the lowest compared entry with this formula, charge and spin	199.23	kJ/mol
M	114.123	g mol⁻¹

Structure (XYZ):
```
15
C5H7FN2 (ωB97M-V with the def2-TZVPD basis set)
F 2.89 -0.22 -0.77
N -1.14 0.29 -1.31
N -1.52 -0.63 0.94
C 0.70 -0.05 0.32
C 1.99 -0.50 0.31
C -1.85 -0.49 -0.33
C 0.15 0.84 -0.81
C -0.28 -0.13 1.44
H -0.35 0.87 1.94
H -1.30 0.02 -2.30
H 0.06 -0.85 2.18
H -2.76 -1.07 -0.79
H 0.91 0.96 -1.66
H 0.04 1.92 -0.33
H 2.47 -0.95 1.17
```



No. 4
A cluster of 2 separate species, C5H7FO in total at a distorted geometry. Source: the Open Molecules 2025 dataset; level of theory: ωB97M-V with the def2-TZVPD basis set.

Properties
net charge	0
HOMO	-9.803	eV
Kohn-Sham gap	10.75	eV
ΔE to the lowest compared entry with this formula, charge and spin	352.50	kJ/mol
M	102.108	g mol⁻¹

Structure (XYZ):
```
14
C5H7FO (ωB97M-V with the def2-TZVPD basis set)
F -3.31 0.75 -0.88
O -2.54 -0.87 0.26
C 0.15 -1.31 1.59
C 0.96 0.75 -1.11
C 1.75 0.30 0.13
C -2.23 0.33 -0.25
C 0.87 -0.59 0.95
H 0.01 1.26 -0.78
H 1.52 1.39 -1.70
H -1.80 -1.23 0.83
H 2.61 -0.24 -0.03
H -0.55 -1.90 2.24
H 1.97 1.35 0.55
H 0.57 0.01 -1.78
```